Run one
2 unconnected molecules or ions with the total composition C5H9N3O2, computed with ωB97M-V/def2-TZVPD.

Kohn-Sham gap = 8.655 eV
SMILES = O=c1cc[nH]c(=O)[nH]1.CN
HOMO energy = -8.38 eV
Total charge = 0

Atoms and positions in Å:
C (-2.64, 0.93, 0.35)
C (0.16, -1.05, -0.64)
C (1.23, -1.67, 0.08)
C (2.29, -0.99, 0.52)
C (1.49, 1.04, -0.48)
H (-1.73, -0.83, 1.02)
H (-1.09, -0.18, -0.47)
H (-2.54, 1.43, -0.55)
H (-3.66, 0.49, 0.25)
H (-2.76, 1.67, 1.20)
H (-0.29, 0.85, -1.37)
H (1.16, -2.75, 0.32)
H (3.13, -1.45, 1.01)
H (3.11, 1.09, 0.65)
N (-1.52, 0.11, 0.48)
N (0.40, 0.30, -0.91)
N (2.47, 0.36, 0.21)
O (-0.83, -1.60, -1.10)
O (1.60, 2.26, -0.55)

---

Run two
A molecular structure, C5H9N3O2, computed with ωB97M-V/def2-TZVPD.

Kohn-Sham gap = 9.900 eV
HOMO energy = -9.61 eV
Total charge = 0

Atoms and positions in Å:
C (-0.63, -2.27, 0.20)
N (0.11, -1.07, 0.51)
C (-0.37, 0.10, 0.38)
N (0.38, 1.21, 0.64)
C (1.78, 1.06, 0.94)
C (2.58, 0.64, -0.28)
O (3.69, 0.17, -0.20)
C (-1.73, 0.40, -0.16)
N (-2.90, 0.55, 0.18)
H (-1.71, -2.18, 0.34)
H (-0.43, -2.54, -0.85)
H (-0.27, -3.09, 0.83)
H (-0.07, 2.05, 0.98)
H (2.17, 2.03, 1.26)
H (1.96, 0.33, 1.74)
H (2.10, 0.83, -1.26)
O (-2.02, 0.74, -1.88)
H (-1.35, 0.19, -2.29)
H (-3.28, 0.82, -1.09)

---

run one is favored, and the nearest alternative lies 2.102 eV above it.

---

Run one
2 unconnected molecules or ions with the total composition C3H11NO3, computed with ωB97M-V/def2-TZVPD.

Multiplicity = 2
Kohn-Sham gap (spin up / spin down) = 11.940 / 6.932 eV
HOMO energy (spin up / spin down) = -15.16 / -15.14 eV
Total charge = +1

Atoms and positions in Å:
C (-0.66, -0.85, 0.66)
C (-0.58, 0.12, 1.83)
O (0.52, 1.01, 1.62)
N (-1.19, -0.33, -0.55)
C (-0.49, 0.10, -1.73)
O (-0.63, 1.50, -1.89)
H (0.33, -1.26, 0.44)
H (-1.21, -1.75, 0.97)
H (-0.44, -0.44, 2.76)
H (-1.38, 0.83, 2.06)
H (1.16, 0.67, 0.99)
H (-2.20, -0.18, -0.63)
H (0.53, -0.24, -1.84)
H (-1.10, -0.39, -2.51)
H (-0.56, 1.89, -1.01)
H (2.52, 0.20, -1.02)
H (2.91, -0.31, 0.34)
O (2.48, -0.59, -0.48)

---

Run two
3 unconnected molecules or ions with the total composition C3H11NO3, computed with ωB97M-V/def2-TZVPD.

Multiplicity = 2
Kohn-Sham gap (spin up / spin down) = 10.888 / 4.964 eV
HOMO energy (spin up / spin down) = -14.71 / -14.67 eV
Total charge = +1

Atoms and positions in Å:
C (-0.88, 1.47, -0.14)
C (-0.08, 0.42, -0.89)
C (-0.87, -0.63, -1.72)
O (-0.78, -1.81, -1.49)
N (-0.91, 1.14, 1.32)
H (-1.92, 1.43, -0.50)
H (-0.46, 2.49, -0.17)
H (0.54, -0.17, -0.21)
H (0.70, 0.92, -1.51)
H (-1.65, -0.22, -2.36)
H (-1.10, 0.14, 1.45)
H (-1.58, 1.66, 1.89)
H (2.12, -2.70, -0.28)
H (0.63, -2.17, -0.37)
O (1.35, -2.47, 0.24)
H (2.05, -0.51, 1.45)
H (0.99, 0.56, 1.85)
O (1.86, 0.45, 1.46)

---

run one is favored, and the nearest alternative lies 0.779 eV above it.

---

Run one
A single CH2INO molecule, computed with ωB97M-V/def2-TZVPD.

Kohn-Sham gap (spin up / spin down) = 8.558 / 6.909 eV
HOMO energy (spin up / spin down) = -8.60 / -7.65 eV
Total charge = 0

Atoms and positions in Å:
C (0.56, -0.92, -0.04)
N (-0.96, 1.96, -0.07)
O (0.17, 2.03, 0.12)
I (-1.59, -0.45, -0.07)
H (0.98, -1.13, 0.94)
H (0.85, -1.49, -0.89)

---

Run two
2 unconnected molecules or ions with the total composition CH2INO, computed with ωB97M-V/def2-TZVPD.

Kohn-Sham gap = 8.944 eV
HOMO energy = -9.25 eV
Total charge = 0

Atoms and positions in Å:
C (2.10, -0.23, 0.07)
N (2.08, -1.22, -0.49)
O (-1.33, 1.04, 0.93)
I (-2.36, -0.37, 0.25)
H (2.21, 0.75, 0.44)
H (-2.71, 0.02, -1.20)

---

run two is favored, and the nearest alternative lies 0.892 eV above it.